# 1
The following is a quantum chemistry calculation of a molecular structure, C44H45ClInN5O2 in a non-equilibrium geometry, from OMol25.

Values from the calculation:
net charge = 0
highest occupied orbital energy = -8.0011 eV
gap between HOMO and LUMO = 0.2827 hartree

The geometry in XYZ format:
```
98
Properties=species:S:1:pos:R:3:mulliken_charge:R:1
In -1.8720 -0.2415 -1.3132 1.39
C 1.8728 1.5112 4.6222 -0.74
C 2.8427 0.9881 3.5468 -0.05
N 3.2437 1.9078 2.4673 -0.09
C 3.8947 3.1681 2.7823 -1.16
C 3.1154 4.3717 2.2617 0.72
C 3.2940 5.0673 1.0568 -0.84
C 2.3788 6.0965 0.8140 -0.46
C 1.3433 6.2962 1.7003 -0.65
C 1.2510 5.5902 2.9387 0.85
C 0.0262 5.7059 3.7958 -1.00
N -0.9180 4.6577 3.5289 -0.03
C -1.2478 3.7831 4.5897 -0.86
C -0.0212 2.9796 5.1692 -0.73
N 0.7404 2.2757 4.1738 -0.07
N 2.1970 4.7384 3.1915 -0.27
H 1.5305 0.5749 5.1779 0.28
H 2.3842 2.2234 5.3025 0.39
H 3.6996 0.4909 4.1070 0.30
H 2.2653 0.1364 3.0693 -0.34
H 3.9677 1.3942 1.8913 0.27
H 4.0011 3.3036 3.8898 0.23
H 4.9222 3.2192 2.4218 0.58
H 4.2022 4.8872 0.4485 0.40
H 2.4345 6.7005 -0.0999 0.40
H 0.5559 7.0016 1.4654 0.31
H 0.4637 5.5999 4.8550 0.27
H -0.3379 6.7465 3.5326 0.46
H -1.6208 4.7958 2.8278 0.24
H -1.8127 4.2286 5.4719 0.28
H -1.9690 2.9897 4.1400 0.33
H 0.7256 3.4658 5.8668 0.41
H -0.4299 2.2590 5.8758 0.44
H 0.9799 2.9477 3.4761 0.18
O -3.1414 -1.7841 -0.9211 -0.99
C -2.7591 -2.8592 -0.0146 2.58
C -1.7729 -2.3469 1.0471 -2.65
C -0.3517 -1.9957 0.7037 1.12
C 0.7161 -2.2623 1.5248 -0.39
C 2.0218 -1.9493 1.0923 -1.16
C 2.1696 -1.2395 -0.1092 -0.48
C 1.0521 -0.8173 -0.8335 1.13
C 1.1355 0.1763 -1.9207 -2.37
C 0.4087 -0.1540 -3.3519 2.55
O -0.9105 -0.6633 -3.0681 -0.72
C 1.2555 -1.2530 -4.0459 -0.29
C 2.5577 -0.9327 -4.5094 -0.36
C 3.3538 -1.8867 -5.0790 -0.76
C 3.0560 -3.2245 -4.8833 -0.53
C 1.7327 -3.5905 -4.5526 -0.75
C 0.8437 -2.5942 -4.0755 -0.29
C 0.1929 1.0760 -4.2691 0.16
C -1.0290 1.3201 -4.9475 -0.31
C -1.2862 2.5224 -5.6345 -0.86
C -0.2913 3.4935 -5.6333 -0.43
C 0.8671 3.3404 -4.9190 -0.82
C 1.2126 2.0807 -4.3529 -0.26
N -0.1877 -1.3361 -0.4767 0.30
C -2.2480 -4.0195 -0.8032 -0.33
C -1.0991 -4.7010 -0.3918 0.35
C -0.3657 -5.4744 -1.3061 -1.06
C -0.9384 -5.8645 -2.5073 -0.58
C -2.1933 -5.3440 -2.8831 -0.77
C -2.7735 -4.3684 -2.0620 -0.14
C -3.9819 -3.3594 0.8417 -0.08
C -3.9649 -4.5729 1.6208 -0.30
C -5.0467 -4.9144 2.4297 -0.65
C -6.1959 -4.0825 2.5083 -0.49
C -6.1776 -2.9427 1.7763 -0.63
C -5.1076 -2.5636 0.9861 -0.70
H -2.2793 -1.5091 1.5215 0.46
H -1.6597 -3.1768 1.8008 0.57
H 0.3393 -2.7446 2.4345 0.54
H 2.8689 -2.3875 1.6770 0.36
H 3.1825 -1.1399 -0.6177 0.42
H 0.7970 1.1876 -1.5805 0.30
H 2.1927 0.4017 -2.1177 0.62
H 2.9023 0.0844 -4.6182 0.17
H 4.1891 -1.5880 -5.6622 0.47
H 3.8057 -4.0702 -4.8746 0.30
H 1.4501 -4.6102 -4.6153 0.50
H -0.0790 -2.8863 -3.6596 0.54
H -1.8220 0.5909 -4.8764 0.54
H -2.2940 2.6993 -5.9131 0.39
H -0.4432 4.4524 -6.0983 0.37
H 1.6032 4.1727 -4.8497 0.33
H 2.1711 1.9649 -3.8551 0.25
H -0.6487 -4.6791 0.6273 0.37
H 0.5707 -5.8725 -0.9741 0.50
H -0.5570 -6.7020 -3.1131 0.42
H -2.6073 -5.5876 -3.8618 0.38
H -3.6775 -3.8731 -2.3741 0.43
H -3.0957 -5.2692 1.5557 0.25
H -5.0010 -5.8359 2.9963 0.39
H -7.0846 -4.4785 3.0447 0.34
H -7.0021 -2.1945 1.9417 0.27
H -5.1403 -1.6810 0.4368 0.50
Cl -1.5378 1.9582 -0.3996 -0.47
```

=====

# 2
The following is a quantum chemistry calculation of C4H10O2 in the gas phase, from OMol25.

Values from the calculation:
net charge = 0
highest occupied orbital energy = -10.0755 eV
structure (SMILES) = C[C@@H](O)[C@@H](C)O
gap between HOMO and LUMO = 0.4031 hartree

The geometry in XYZ format:
```
16
Properties=species:S:1:pos:R:3:mulliken_charge:R:1
C 1.8150 -0.5149 -0.1893 -1.63
C 0.4962 -0.1780 0.4841 0.45
O 0.6571 0.8685 1.4426 -0.62
C -0.6135 0.2096 -0.5433 0.28
C -1.9250 -0.5097 -0.2461 -1.45
O -0.7751 1.6106 -0.5755 -0.57
H 2.1384 0.3158 -0.8301 0.41
H 1.7050 -1.4002 -0.8242 0.39
H 2.5920 -0.7189 0.5548 0.41
H 0.1542 -1.0409 1.0670 0.27
H 1.3957 1.4192 1.1497 0.34
H -0.2798 -0.0750 -1.5498 0.31
H -1.8099 -1.5916 -0.3893 0.35
H -2.2407 -0.3345 0.7894 0.30
H -2.7130 -0.1531 -0.9156 0.39
H -0.6399 1.8952 0.3429 0.37
```

=====

# 3
The following is a quantum chemistry calculation of a molecular structure, C39H50B2F6N10O3STi, from OMol25.

Values from the calculation:
net charge = 0
highest occupied orbital energy = -7.8421 eV
gap between HOMO and LUMO = 0.2699 hartree

The geometry in XYZ format:
```
112
Properties=species:S:1:pos:R:3:mulliken_charge:R:1
Ti 0.2125 -0.0482 0.1457 -1.23
C -3.6706 1.2280 0.7863 -0.96
C -3.4968 1.8150 -0.6071 0.55
C -4.3676 1.0445 -1.6106 -1.67
C -2.1177 2.0820 -1.1904 -0.29
C -1.9899 3.1879 -2.0391 -1.54
C -0.6844 3.1811 -2.4578 -0.53
N -0.0807 2.1226 -1.9152 -0.20
N -0.9420 1.4230 -1.1266 1.26
B 1.4106 1.8226 -2.1213 -0.75
N 2.1093 2.1254 -0.7821 0.10
C 3.1576 2.9405 -0.6116 -0.80
C 3.2160 3.2939 0.7134 -1.47
C 2.1297 2.6427 1.3191 -0.40
N 1.4622 1.9345 0.3946 0.90
C 1.7189 2.8130 2.7635 2.89
C 1.8461 1.5540 3.6140 -1.12
C 2.5005 3.9486 3.4217 -2.10
N 1.6142 0.4062 -2.6512 0.64
C 2.1943 0.1005 -3.8223 -1.24
C 2.0504 -1.2482 -4.0298 -0.67
C 1.3435 -1.7126 -2.9073 -0.68
N 1.0816 -0.6964 -2.0787 1.13
C 0.9529 -3.1486 -2.7058 1.17
C 0.0785 -3.6355 -3.8678 -1.52
C 2.1910 -4.0517 -2.6575 -1.79
H -4.7423 1.1158 0.9719 0.73
H -3.2257 0.2446 0.9050 0.16
H -3.2908 1.8893 1.5622 -0.11
H -3.9209 2.8227 -0.5579 0.63
H -4.1505 -0.0204 -1.5816 0.29
H -5.4211 1.1704 -1.3523 0.54
H -4.2178 1.3960 -2.6321 0.35
H -2.7598 3.9014 -2.2786 0.59
H -0.1307 3.8512 -3.0933 0.58
H 1.8290 2.5798 -2.9555 -0.19
H 3.7581 3.2380 -1.4554 0.59
H 3.9322 3.9425 1.1840 0.57
H 0.6734 3.1206 2.7547 -0.83
H 1.4627 0.6698 3.1138 -0.33
H 2.8910 1.3708 3.8659 0.49
H 1.2867 1.6779 4.5441 0.43
H 3.5658 3.7133 3.4738 0.43
H 2.3799 4.8921 2.8875 0.44
H 2.1442 4.0889 4.4433 0.44
H 2.6592 0.8706 -4.4144 0.62
H 2.4088 -1.8282 -4.8629 0.58
H 0.4009 -3.2266 -1.7664 -0.08
H 0.6644 -3.6548 -4.7894 0.39
H -0.2701 -4.6530 -3.6778 0.41
H -0.7863 -3.0016 -4.0431 0.31
H 2.6625 -4.0800 -3.6430 0.36
H 2.9333 -3.7142 -1.9450 0.38
H 1.9070 -5.0725 -2.3958 0.40
N -2.1499 -2.3738 3.1669 -0.39
C -1.6050 -1.8950 2.0263 0.57
S 0.0552 -1.4188 2.0265 -0.62
N -2.3261 -1.9165 0.9474 -1.56
N -1.6687 -1.4297 -0.1986 1.49
C -2.2867 -1.8807 -1.2316 -1.84
C -2.2649 -1.5263 -2.6612 1.45
C -3.1793 -2.2181 -3.4576 -1.01
C -3.2987 -1.8754 -4.7934 -0.75
C -2.5006 -0.8595 -5.2894 -1.05
C -1.6186 -0.2289 -4.4184 -0.61
N -1.5052 -0.5456 -3.1377 1.20
H -1.6795 -2.1897 4.0334 0.23
H -3.1385 -2.5579 3.1777 0.24
H -3.0703 -2.5996 -0.9962 0.36
H -3.7866 -3.0052 -3.0304 0.50
H -4.0016 -2.3933 -5.4325 0.45
H -2.5569 -0.5523 -6.3248 0.48
H -0.9754 0.5725 -4.7673 0.38
C 4.0200 -0.9422 -0.7251 -1.39
C 3.2050 -1.2369 0.5348 0.83
O 1.9651 -0.6473 0.5098 1.01
C 3.9967 -0.7106 1.7512 0.35
F 3.3239 -0.8225 2.8962 -0.25
F 4.3037 0.5823 1.5931 -0.25
F 5.1575 -1.3800 1.8930 -0.32
C 3.0466 -2.7837 0.7211 0.00
F 4.0865 -3.4538 0.1870 -0.32
F 2.9628 -3.1712 1.9985 -0.30
F 1.9422 -3.2146 0.1105 -0.16
H 4.0114 0.1339 -0.8824 0.23
H 3.5672 -1.4273 -1.5847 0.09
H 5.0460 -1.2904 -0.6217 0.56
C -3.3853 2.9682 7.3587 -1.94
C -3.7154 3.9952 6.2722 1.93
C -5.2296 3.9736 6.0186 -1.64
C -3.3146 5.3820 6.7936 -1.78
C -2.9989 3.6781 4.9574 0.63
C -2.8567 4.6716 3.9823 -0.66
C -2.2562 4.4390 2.7477 -2.19
C -1.7995 3.1619 2.5120 -0.06
O -1.1649 2.6510 1.4148 -0.40
B -0.8985 1.2982 1.6953 2.67
O -1.3918 1.0089 2.9759 -0.52
C -1.9364 2.1682 3.4612 1.22
C -2.5273 2.3903 4.6853 -0.57
H -3.8397 3.2759 8.3019 0.46
H -2.3080 2.8816 7.5131 0.42
H -3.7785 1.9791 7.1191 0.32
H -5.7752 4.2124 6.9351 0.43
H -5.5505 2.9884 5.6747 0.35
H -5.5057 4.7033 5.2555 0.38
H -3.7133 5.5281 7.7993 0.45
H -3.7095 6.1845 6.1704 0.36
H -2.2293 5.4879 6.8374 0.39
H -3.2265 5.6675 4.1852 0.29
H -2.1492 5.2223 2.0094 0.56
H -2.6060 1.5832 5.3991 0.40
```

=====

Number 1: total energy -2778.175329 a.u.. Number 2: total energy -308.875804 a.u.. Number 3: total energy -4186.243706 a.u..